No. 1
Molecular formula: C18H45Cl2N2O7PSSi
Method: DFT, ωB97M-V/def2-TZVPD

Properties
calculated total energy = -3298.46244 Eh
LUMO level = 0.0130 Ha
SMILES = CCCC[Si@@](Cl)(CCSc1nnco1)P(O)Cl.CCO.CCO.CCO.CCO.CCO
molar mass = 563.6 Da
max |F| = 0.99 eV Å⁻¹
gap between HOMO and LUMO = 0.3148 Eh

Structure (XYZ):
```
77
Properties=species:S:1:pos:R:3:forces:R:3
C 4.45828 1.61110 -3.39965 -0.216 -0.088 -0.323
C 3.84776 0.39760 -4.12277 0.599 0.010 0.118
C 3.67212 -0.85144 -3.25107 -0.288 -0.192 -0.345
C 2.23532 -1.18801 -2.81947 0.280 0.583 -0.022
Si 1.13102 0.17313 -2.16269 0.094 -0.551 0.062
Cl 0.42488 1.47431 -3.63667 0.098 0.158 0.056
C -0.40563 -0.56267 -1.38473 0.173 0.036 -0.422
C -1.41864 -1.11205 -2.37319 0.231 -0.029 0.335
S -3.06596 -1.23207 -1.60376 -0.357 -0.372 -0.070
C -3.72315 0.28831 -2.11770 0.175 0.373 0.209
N -3.54009 1.46771 -1.60429 -0.576 -0.385 -0.704
N -4.28643 2.35394 -2.37888 -0.088 -0.317 -0.207
C -4.85396 1.62924 -3.28225 0.245 0.396 0.343
O -4.55204 0.32539 -3.19693 0.095 0.059 0.209
P 1.82977 1.42673 -0.39139 -0.411 0.236 0.784
O 2.30450 2.86348 -1.04565 0.168 -0.102 -0.043
Cl 3.62936 0.55633 0.12609 0.168 0.000 -0.281
H 5.31884 1.98232 -3.94438 0.180 0.098 -0.106
H 4.79874 1.34522 -2.40728 -0.019 0.066 0.266
H 3.75542 2.43361 -3.33709 -0.123 0.148 0.259
H 4.53046 0.13084 -4.92313 0.049 -0.072 -0.236
H 2.92084 0.67583 -4.61023 -0.240 -0.026 -0.077
H 4.02996 -1.70368 -3.82139 0.051 -0.245 -0.022
H 4.31361 -0.80750 -2.37993 0.112 0.183 0.225
H 2.28769 -1.91506 -2.01103 -0.127 -0.235 0.113
H 1.72134 -1.67364 -3.64794 -0.230 -0.070 -0.080
H -0.87206 0.21222 -0.78296 0.054 0.197 0.116
H -0.07143 -1.33803 -0.69699 -0.039 -0.171 0.171
H -1.16537 -2.11447 -2.69810 -0.023 -0.228 -0.059
H -1.50241 -0.50078 -3.26301 -0.133 0.139 -0.153
H -5.51086 1.95073 -4.06395 -0.146 0.070 -0.147
H 1.57983 3.18805 -1.59528 0.036 0.175 -0.201
C -4.43283 1.64405 2.28368 -0.201 -0.306 -0.184
C -4.74980 0.16406 2.39750 0.042 0.061 -0.038
O -5.27294 -0.36460 1.18229 -0.049 0.041 0.056
H -5.32760 2.20201 2.00370 -0.012 -0.072 0.062
H -4.05501 2.03746 3.22946 -0.044 -0.058 0.014
H -3.67672 1.81578 1.51377 -0.181 -0.236 0.129
H -5.51317 -0.01092 3.15461 -0.029 -0.049 0.002
H -3.85296 -0.39426 2.68790 -0.007 0.014 0.054
H -4.60373 -0.21976 0.50642 0.075 -0.004 -0.038
C 3.62412 -5.41477 0.39498 0.023 0.059 -0.125
C 2.67959 -4.70932 -0.55780 0.052 -0.159 -0.075
O 3.20564 -4.62078 -1.88236 -0.054 0.120 0.080
H 4.58383 -4.89833 0.42292 -0.005 0.034 0.013
H 3.21898 -5.45183 1.40502 0.010 -0.027 0.019
H 3.81014 -6.44013 0.06728 -0.039 -0.028 0.041
H 2.51056 -3.68205 -0.23440 -0.011 0.028 -0.025
H 1.71060 -5.22014 -0.58125 -0.033 0.053 0.059
H 3.35408 -5.51580 -2.20062 0.031 -0.020 -0.022
C 7.12418 -6.10107 3.94034 -0.051 -0.075 -0.030
C 5.87041 -5.44310 3.39511 -0.023 -0.069 0.154
O 4.76368 -6.34215 3.35696 0.084 0.055 -0.029
H 7.38794 -6.97066 3.33829 0.016 0.013 -0.026
H 7.96425 -5.40550 3.93787 -0.005 0.013 0.010
H 6.96686 -6.44228 4.96615 0.020 0.044 0.023
H 6.02719 -5.11737 2.36870 -0.033 0.009 -0.032
H 5.61129 -4.56225 3.99214 0.037 0.043 -0.046
H 4.59527 -6.63472 4.25746 -0.036 -0.041 0.011
C -2.24686 3.86986 1.60146 0.111 0.059 0.140
C -1.11170 3.17757 0.87400 -0.183 -0.200 -0.170
O -1.54801 1.97359 0.23440 0.448 0.388 0.377
H -2.67956 3.19939 2.34476 0.307 0.381 -0.076
H -1.90618 4.77492 2.10455 0.017 0.047 -0.045
H -3.04194 4.14796 0.90577 -0.002 0.048 -0.008
H -0.32823 2.88053 1.56866 0.061 0.006 0.005
H -0.66526 3.84755 0.12904 0.044 0.049 0.051
H -2.24963 2.18276 -0.39540 -0.171 -0.155 -0.079
C -6.24602 5.01345 2.21941 0.108 0.027 -0.057
C -5.55748 5.82368 3.30241 -0.021 0.076 -0.151
O -4.38789 6.48126 2.82189 -0.015 -0.079 0.069
H -5.56102 4.27205 1.80685 -0.030 0.073 0.029
H -7.12290 4.49751 2.61287 -0.015 0.002 0.009
H -6.56955 5.65968 1.39993 -0.052 0.015 0.020
H -5.22323 5.17339 4.10921 0.037 0.008 0.033
H -6.24858 6.55976 3.72716 -0.023 -0.049 0.055
H -4.65152 7.07686 2.11461 0.012 0.018 -0.029
```
Forces are in eV/Å.

***

No. 2
Molecular formula: C18H45KN3O6
Method: DFT, ωB97M-V/def2-TZVPD

Properties
calculated total energy = -1928.01707 Eh
LUMO level = -0.1331 Ha
net charge = +1
relative energy (zero: lowest compared OMol25 entry of this formula, charge and spin) = 4.565 eV
molar mass = 438.7 Da
max |F| = 4.25 eV Å⁻¹
gap between HOMO and LUMO = 0.2386 Eh

Structure (XYZ):
```
73
Properties=species:S:1:pos:R:3:forces:R:3
K -0.93661 -0.51144 0.20015 -0.197 -0.078 -0.304
C 6.94129 -3.37054 0.59007 1.584 -1.113 0.739
O 5.86078 -4.16754 0.14369 -0.281 2.795 -0.486
C 6.02281 -5.51681 0.32814 -0.945 -1.546 -0.728
C 4.74132 -6.20452 -0.28255 0.986 -0.014 1.628
N 3.63988 -6.09183 0.66250 -1.545 -1.107 -0.311
C 2.32688 -6.41163 0.01004 -0.899 0.530 1.648
C 1.09256 -6.44457 1.02239 2.070 0.894 -0.104
O 1.23717 -5.22599 1.70028 0.047 1.447 1.785
C 0.45472 -5.09452 2.88940 -0.542 -0.523 -0.739
H 6.95856 -2.28388 0.50648 -1.529 -0.068 0.011
H 7.89613 -3.56819 0.10293 0.027 -0.719 -0.798
H 7.18892 -3.69230 1.60163 -0.235 0.484 0.539
H 6.08601 -5.79788 1.37939 -0.062 0.057 0.372
H 6.95643 -5.84424 -0.12927 0.028 -0.312 -0.358
H 4.89364 -7.28300 -0.32461 0.479 -0.032 -0.623
H 4.51113 -5.79655 -1.26676 0.125 0.130 -0.181
H 3.64317 -5.27685 1.25907 -0.333 0.184 -0.484
H 2.29160 -7.39832 -0.45181 0.676 0.080 -0.279
H 2.09883 -5.62439 -0.70854 -0.151 -0.106 -0.479
H 1.21805 -7.24915 1.74696 -0.147 -0.381 -0.146
H 0.09281 -6.40779 0.58967 0.059 -0.719 -0.606
H -0.59836 -5.13055 2.61048 -0.391 0.297 -0.062
H 0.65190 -4.16632 3.42575 0.311 -0.007 -0.348
H 0.53778 -5.92496 3.59050 0.623 -0.199 0.005
C -5.72324 -0.16738 -0.09482 1.824 -1.246 0.131
O -4.78009 -0.73749 -1.07591 -1.554 -0.828 0.408
C -5.52621 -1.13232 -2.24443 1.346 2.210 -1.686
C -4.63114 -1.08980 -3.51465 0.311 -0.535 0.489
N -3.43421 -1.92362 -3.44016 1.643 0.464 -1.444
C -2.66949 -1.83021 -4.77699 1.415 -1.325 2.108
C -1.18891 -2.35962 -4.71501 -0.436 1.062 -1.446
O -0.33235 -1.65186 -3.86895 -1.582 -0.463 1.396
C 0.99639 -1.50023 -4.24186 0.308 -0.138 0.523
H -5.97829 0.86537 -0.33250 -0.046 -0.107 -0.015
H -5.13866 -0.28191 0.81800 -0.114 0.742 0.242
H -6.58724 -0.80003 0.10852 -0.221 0.047 -0.629
H -6.11576 -0.22511 -2.37669 -1.080 -0.516 -0.475
H -6.11777 -2.04537 -2.31160 0.028 -0.161 1.172
H -4.31586 -0.06271 -3.69841 0.029 0.009 0.034
H -5.17262 -1.44935 -4.38966 -0.834 0.417 -0.022
H -3.70937 -2.89447 -3.39736 -0.156 -0.176 0.279
H -2.59339 -0.80953 -5.15185 -0.558 -0.072 0.105
H -3.05063 -2.56269 -5.48854 -0.732 0.539 -0.441
H -0.81132 -2.13933 -5.71351 -0.171 -0.100 -0.609
H -1.12602 -3.44718 -4.67809 -0.009 -0.207 0.832
H 1.07707 -0.77771 -5.05399 0.340 0.218 0.089
H 1.52377 -2.41441 -4.51435 -0.250 -0.326 -0.207
H 1.41467 -1.20417 -3.27982 0.748 0.600 -0.487
C -0.31791 4.15380 4.96323 0.941 -0.658 -1.800
O 0.11102 4.33632 3.57342 -0.470 0.105 0.139
C 0.38000 5.69679 3.13652 1.817 -0.871 1.340
C 0.71137 5.78593 1.64531 -0.217 0.046 0.609
N -0.46958 5.69744 0.91056 -3.733 0.631 -1.934
C -1.53360 6.75434 1.15505 0.580 -1.811 -0.262
C -1.17881 8.23486 0.92577 -0.433 -1.572 0.419
O -0.78587 8.77949 2.14858 -0.352 1.314 0.328
C -0.97485 10.20387 2.18775 0.838 -0.448 0.416
H -1.31707 4.56058 5.11911 0.217 0.249 0.295
H 0.45983 4.40790 5.68340 -0.164 0.939 0.019
H -0.32557 3.06911 5.07049 -0.514 -0.086 -0.136
H 1.33660 5.94035 3.59881 0.042 0.472 0.495
H -0.38326 6.34798 3.56252 -0.018 0.277 -0.605
H 1.33231 4.95086 1.32099 0.281 -0.107 0.468
H 1.20267 6.69700 1.30374 0.743 0.419 1.098
H -0.29417 5.81952 -0.07657 0.351 -0.400 -0.214
H -1.98090 6.49741 2.11526 0.318 0.848 0.408
H -2.36454 6.44728 0.51995 0.177 0.213 -0.589
H -2.09284 8.65498 0.50608 -0.040 0.659 0.147
H -0.37614 8.34539 0.19667 0.100 -0.055 -0.330
H -0.55691 10.55269 3.13206 -0.278 -0.133 0.125
H -2.02506 10.48447 2.10766 -0.054 -0.074 -0.071
H -0.37346 10.70654 1.43028 -0.142 -0.041 -0.401
```
Forces are in eV/Å.

***

- What is the LUMO level in the second record?
  -0.1331 Ha

***

- The lowest LUMO level belongs to which entry?
  C18H45KN3O6

***

- molar mass of number 1 (C18H45Cl2N2O7PSSi)?
  563.6 Da

***

- Among the records above, which one has the lowest LUMO level?
  C18H45KN3O6